C25H29N3O3 as an isolated structure, computed with the ωB97M-V functional and the def2-TZVPD basis.

Structure (XYZ):
```
60
Properties=species:S:1:pos:R:3:nbo_charge:R:1
C 2.55963 6.27130 -5.08377 -0.641
C 1.27790 6.54569 -4.08214 -0.043
O 0.31900 5.41507 -4.02070 -0.464
C 0.73997 4.49233 -3.19787 0.377
C 1.85126 4.56340 -2.23472 -0.359
C 2.17247 3.36028 -1.63305 -0.135
C 1.39646 2.27379 -1.69676 -0.170
C -0.04424 2.40007 -2.49407 -0.100
C -0.22156 3.51807 -3.30836 -0.276
H -0.99288 3.50548 -3.88262 0.216
H -0.72753 1.45665 -2.71240 0.236
C 1.26690 1.17655 -0.94635 0.490
N 0.62857 0.14324 -0.61804 -0.478
C 1.15543 -0.88129 0.05451 -0.011
C 2.22960 -0.12671 0.65096 0.358
O 2.57130 0.98993 -0.08599 -0.527
C 3.47391 -0.60606 1.70653 -0.543
H 3.34040 -1.66259 1.81644 0.204
H 4.20072 -0.52288 1.19385 0.191
H 3.31778 -0.08716 2.41116 0.183
C 0.50120 -2.02909 0.49869 -0.244
N -0.51239 -2.01623 1.17316 -0.448
C -1.76829 -1.45443 0.57522 -0.256
C -2.14317 -2.38812 -0.51384 -0.160
C -2.34446 -1.98359 -1.75971 -0.148
C -2.56236 -2.99441 -2.65184 -0.229
C -3.07688 -4.02154 -2.18271 -0.219
C -3.51259 -4.43659 -1.05613 -0.173
C -2.79606 -3.47426 -0.07564 -0.150
H -3.00629 -3.75269 1.05845 0.203
H -4.00408 -5.29093 -0.73584 0.226
H -3.61785 -4.66807 -3.03007 0.179
H -2.37596 -2.76009 -3.75324 0.221
H -1.45965 -1.07899 -1.92514 0.217
H -1.42367 -0.37176 0.24842 0.212
H -2.63120 -1.34111 1.29092 0.219
C -0.43702 -1.25753 2.70122 -0.261
C -1.00291 -2.03406 3.63176 0.067
N -1.05338 -3.32690 3.78353 -0.575
C -0.86599 -3.82682 4.87665 0.649
O -0.57261 -5.09141 5.40541 -0.677
C -0.82940 -2.68763 5.81258 -0.508
H -0.19797 -2.64227 6.79457 0.259
C -0.68729 -1.32632 5.20862 -0.352
H -1.47121 -0.45944 5.38786 0.237
H 0.23504 -1.18620 5.30263 0.179
H -1.91967 -2.70115 6.59183 0.232
H -0.91288 -3.93028 3.16134 0.417
H -2.38372 -1.63337 3.51504 0.085
H 0.77104 -1.51042 2.74140 0.172
H -0.47704 -0.24497 2.57731 0.236
H 0.14763 -2.63077 -0.41020 0.228
H 1.13363 -2.85558 1.10608 0.203
H 3.03967 3.19121 -0.93103 0.240
H 2.68294 5.11173 -2.29750 0.219
H 1.73291 6.81453 -3.31204 0.156
H 0.68971 7.51994 -4.58040 0.192
H 2.21700 6.08100 -6.14284 0.218
H 3.07340 7.17559 -5.24295 0.213
H 3.30675 5.28783 -4.67820 0.211
```

For the LUMO energy, the calculation gives 0.0967 eV. As for the energy above the lowest of the compared OMol25 structures with the same formula, charge and spin: 635.3 kcal/mol. The calculation puts the total energy at -1359.14203 a.u. Its frontier orbital gap is 7.47 eV. As for the charge: 0. The maximum force is 18.76 eV/Å.


C5H9O3Sr as an isolated structure, computed with the ωB97M-V functional and the def2-TZVPD basis.

Structure (XYZ):
```
18
Properties=species:S:1:pos:R:3:nbo_charge:R:1
O 2.17126 0.32586 0.43468 -1.099
C 0.88687 -0.05262 0.70195 0.367
C 0.70211 -1.54629 0.44210 -0.111
O -0.38189 -1.61654 -0.47284 -0.520
C -0.12711 -0.74623 -1.50002 0.068
C -1.05066 0.23616 -1.78777 -0.389
O -0.26078 0.98256 0.26722 -0.594
C -1.29611 1.15684 1.20209 -0.260
Sr 3.61306 1.72570 -0.49948 1.890
H 0.73204 0.05502 1.79844 0.142
H 0.41347 -2.07174 1.36061 0.209
H 1.63039 -1.95282 0.00763 0.177
H 0.70292 -0.98395 -2.17358 0.163
H -0.97818 0.71587 -2.76612 0.198
H -2.06682 0.12315 -1.39610 0.213
H -0.94910 1.87188 1.95692 0.165
H -2.20072 1.57419 0.72684 0.202
H -1.54076 0.20295 1.69741 0.179
```

For the LUMO energy, the calculation gives -5.7185 eV. As for the energy above the lowest of the compared OMol25 structures with the same formula, charge and spin: 77.3 kcal/mol. The calculation puts the total energy at -451.97772 a.u. Its frontier orbital gap is 4.63 eV. As for the charge: +1. The maximum force is 4.08 eV/Å.